1.
Below is C5H7NO in the gas phase, with properties calculated with wB97M-V/def2-TZVPD.

Values from the calculation:
* Kohn-Sham gap: 9.63 eV
* structure (SMILES): O=C1C[C@@H]2N[C@H]2C1
* HOMO: -9.11 eV
* largest force on an atom: 0.1496 Eh/bohr
* LUMO: 0.5 eV
* energy above the lowest of the compared OMol25 structures with the same formula, charge and spin: 698.0 kJ/mol

Last column: Mulliken charge in e.
Element x y z (Å)
O1 2.398 -0.105 0.161  -0.548
C1 1.222 -0.011 -0.205  0.463
C2 0.438 1.454 -0.044  -0.650
C3 -1.072 0.670 -0.245  0.043
N1 -2.300 0.115 0.172  -0.607
C4 -0.977 -0.594 0.433  -0.284
C5 0.152 -1.413 -0.221  -0.838
H1 0.826 1.437 1.143  0.249
H2 0.912 2.178 -0.603  0.418
H3 -0.974 0.250 -1.308  0.209
H4 -2.691 -0.472 -0.720  0.322
H5 -0.860 -0.265 1.394  0.447
H6 0.844 -2.016 0.462  0.291
H7 0.282 -1.709 -1.160  0.485



2.
Below is C5H7NO in the gas phase, with properties calculated with wB97M-V/def2-TZVPD.

Values from the calculation:
* Kohn-Sham gap: 8.10 eV
* structure (SMILES): C/C([O-])=C/C1=C[NH2+]1
* HOMO: -7.65 eV
* largest force on an atom: 0.0103 Eh/bohr
* LUMO: 0.4 eV
* energy above the lowest of the compared OMol25 structures with the same formula, charge and spin: 368.5 kJ/mol

Last column: Mulliken charge in e.
Element x y z (Å)
C1 2.603 -0.220 -0.073  -1.031
C2 1.237 0.440 0.032  0.784
O1 1.150 1.654 0.181  -0.629
C3 0.071 -0.423 -0.026  -0.718
C4 -1.142 0.160 0.147  0.415
C5 -2.119 1.036 0.389  -0.465
N1 -2.534 -0.370 0.017  -0.229
H1 3.264 0.420 -0.664  0.309
H2 2.561 -1.220 -0.515  0.309
H3 3.032 -0.305 0.932  0.248
H4 0.151 -1.494 -0.168  0.265
H5 -2.532 1.921 -0.065  0.216
H6 -2.931 -0.960 0.741  0.262
H7 -2.810 -0.640 -0.927  0.265



3.
Below is a molecular structure, C5H7NO, with properties calculated with wB97M-V/def2-TZVPD.

Values from the calculation:
* Kohn-Sham gap: 8.67 eV
* HOMO: -8.27 eV
* largest force on an atom: 0.0670 Eh/bohr
* LUMO: 0.4 eV
* energy above the lowest of the compared OMol25 structures with the same formula, charge and spin: 477.5 kJ/mol

Last column: Mulliken charge in e.
Element x y z (Å)
O1 -1.804 1.321 1.386  -0.542
C1 -0.989 0.698 0.750  0.505
C2 -1.201 -0.054 -0.596  -0.496
N1 0.117 -0.670 -0.833  -0.338
C3 1.029 0.464 -0.745  -0.557
C4 0.402 0.318 1.142  -0.192
C5 0.496 -1.090 0.562  -0.489
H1 -1.487 0.624 -1.409  0.291
H2 -1.971 -0.823 -0.496  0.275
H3 0.795 1.331 -1.382  0.307
H4 2.087 0.171 -0.864  0.294
H5 1.252 1.022 0.882  0.376
H6 1.494 -1.533 0.577  0.293
H7 -0.221 -1.780 1.025  0.273



4.
Below is C5H7NO in the gas phase, with properties calculated with wB97M-V/def2-TZVPD.

Values from the calculation:
* Kohn-Sham gap: 9.81 eV
* structure (SMILES): C=CC[C@H]1NC1=O
* HOMO: -9.58 eV
* largest force on an atom: 0.0136 Eh/bohr
* LUMO: 0.2 eV
* energy above the lowest of the compared OMol25 structures with the same formula, charge and spin: 342.3 kJ/mol

Last column: Mulliken charge in e.
Element x y z (Å)
C1 1.504 -1.190 -0.173  -0.663
C2 1.177 -0.087 -0.845  -0.145
C3 -0.273 0.203 -1.223  -0.497
C4 -0.529 0.896 0.093  -0.102
N1 -1.725 1.043 1.441  -0.554
C5 -0.789 0.101 1.274  0.510
O1 -0.580 -1.034 1.651  -0.580
H1 0.774 -1.972 0.006  0.232
H2 2.482 -1.317 0.279  0.260
H3 1.889 0.729 -0.956  0.320
H4 -0.834 -0.726 -1.354  0.294
H5 -0.369 0.830 -2.118  0.289
H6 -0.124 1.899 0.156  0.378
H7 -2.604 0.625 1.769  0.258



5.
Below is C5H7NO in the gas phase, with properties calculated with wB97M-V/def2-TZVPD.

Values from the calculation:
* Kohn-Sham gap: 10.81 eV
* structure (SMILES): CCC(=O)CC#N
* HOMO: -10.26 eV
* largest force on an atom: 0.0223 Eh/bohr
* LUMO: 0.5 eV
* energy above the lowest of the compared OMol25 structures with the same formula, charge and spin: 60.3 kJ/mol

Last column: Mulliken charge in e.
Element x y z (Å)
C1 -1.559 0.170 0.224  -1.138
C2 -0.646 -1.050 0.355  -0.266
C3 0.785 -0.873 -0.112  0.504
O1 1.431 -1.777 -0.582  -0.536
C4 1.445 0.508 0.084  -0.493
C5 1.097 1.414 -1.012  0.204
N1 0.818 2.106 -1.896  -0.418
H1 -1.195 1.022 0.810  0.276
H2 -2.559 -0.074 0.593  0.365
H3 -1.652 0.495 -0.817  0.316
H4 -0.580 -1.351 1.412  0.255
H5 -1.048 -1.912 -0.185  0.317
H6 2.528 0.362 0.093  0.306
H7 1.134 0.959 1.033  0.309



6.
Below is C5H7NO in the gas phase, with properties calculated with wB97M-V/def2-TZVPD.

Values from the calculation:
* Kohn-Sham gap (spin up / spin down): 7.46 / 7.46 eV
* HOMO (spin up / spin down): -7.18 / -7.18 eV
* largest force on an atom: 0.0607 Eh/bohr
* LUMO (spin up / spin down): 0.3 / 0.3 eV
* energy above the lowest of the compared OMol25 structures with the same formula, charge and spin: 558.0 kJ/mol

Last column: Mulliken charge in e.
Element x y z (Å)
C1 1.230 -1.340 0.573  -0.378
C2 -0.044 -1.010 0.338  0.503
C3 2.288 -0.722 -0.118  -0.422
C4 -2.391 -0.218 -0.024  -0.658
C5 1.263 1.456 -0.390  -0.694
N1 -1.133 -0.911 -0.206  -0.266
O1 2.327 0.492 -0.542  -0.111
H1 1.622 -2.211 1.190  0.359
H2 -3.005 -0.796 -0.775  0.293
H3 -2.819 -0.636 1.051  0.271
H4 -2.445 0.948 -0.110  0.259
H5 0.995 1.319 0.657  0.374
H6 1.746 2.450 -0.664  0.240
H7 0.366 1.180 -0.980  0.231



7.
Below is C5H7NO in the gas phase, with properties calculated with wB97M-V/def2-TZVPD.

Values from the calculation:
* Kohn-Sham gap: 8.65 eV
* structure (SMILES): Cn1cccc1O
* HOMO: -7.87 eV
* largest force on an atom: 0.0817 Eh/bohr
* LUMO: 0.8 eV
* energy above the lowest of the compared OMol25 structures with the same formula, charge and spin: 315.8 kJ/mol

Last column: Mulliken charge in e.
Element x y z (Å)
C1 0.904 -1.675 0.449  -0.874
N1 0.622 -0.190 -0.109  0.037
C2 0.832 0.869 0.756  -0.569
C3 -0.240 1.692 0.649  -0.487
C4 -1.109 1.164 -0.375  -0.554
C5 -0.503 0.039 -0.840  0.462
O1 -0.790 -0.861 -1.815  -0.504
H1 0.038 -2.314 0.203  0.201
H2 0.924 -1.616 1.556  0.227
H3 1.648 -1.305 -0.315  0.515
H4 1.738 0.913 1.351  0.422
H5 -0.418 2.572 1.246  0.410
H6 -2.060 1.554 -0.698  0.382
H7 -1.641 -0.622 -2.202  0.332



8.
Below is a molecular structure, C5H7NO, with properties calculated with wB97M-V/def2-TZVPD.

Values from the calculation:
* Kohn-Sham gap (spin up / spin down): 7.70 / 7.71 eV
* HOMO (spin up / spin down): -8.84 / -8.84 eV
* largest force on an atom: 0.0083 Eh/bohr
* LUMO (spin up / spin down): -1.1 / -1.1 eV
* energy above the lowest of the compared OMol25 structures with the same formula, charge and spin: 441.9 kJ/mol

Last column: Mulliken charge in e.
Element x y z (Å)
O1 0.162 1.529 -1.036  -0.679
C1 0.481 1.025 0.108  0.885
C2 1.424 -0.168 0.093  -0.601
C3 0.558 -1.369 -0.185  -0.297
C4 -0.747 -1.172 -0.318  -0.254
C5 -1.355 0.170 -0.225  -0.403
N1 0.032 1.393 1.301  -0.841
H1 1.934 -0.279 1.054  0.289
H2 2.167 -0.036 -0.701  0.281
H3 0.997 -2.361 -0.264  0.383
H4 -1.462 -1.971 -0.518  0.363
H5 -1.927 0.390 0.670  0.299
H6 -1.751 0.597 -1.138  0.282
H7 -0.512 2.251 1.158  0.295



9.
Below is C5H7NO in the gas phase, with properties calculated with wB97M-V/def2-TZVPD.

Values from the calculation:
* Kohn-Sham gap: 11.40 eV
* structure (SMILES): N#CCC1(O)CC1
* HOMO: -10.63 eV
* largest force on an atom: 0.0193 Eh/bohr
* LUMO: 0.8 eV
* energy above the lowest of the compared OMol25 structures with the same formula, charge and spin: 132.5 kJ/mol

Last column: Mulliken charge in e.
Element x y z (Å)
N1 3.020 -0.243 1.132  -0.424
C1 2.166 -0.301 0.355  0.217
C2 1.077 -0.415 -0.621  -0.617
C3 -0.181 0.339 -0.213  0.728
O1 -0.125 1.712 -0.458  -0.556
C4 -1.499 -0.322 -0.452  -0.737
C5 -0.993 -0.124 0.957  -0.602
H1 0.866 -1.480 -0.758  0.272
H2 1.426 -0.022 -1.582  0.311
H3 0.358 2.121 0.274  0.375
H4 -2.318 0.305 -0.790  0.279
H5 -1.491 -1.330 -0.858  0.228
H6 -0.665 -0.985 1.533  0.247
H7 -1.464 0.665 1.535  0.280



10.
Below is C5H7NO in the gas phase, with properties calculated with wB97M-V/def2-TZVPD.

Values from the calculation:
* Kohn-Sham gap: 9.52 eV
* structure (SMILES): C[C@H]1C=CNC1=O
* HOMO: -8.62 eV
* largest force on an atom: 0.0087 Eh/bohr
* LUMO: 0.9 eV
* energy above the lowest of the compared OMol25 structures with the same formula, charge and spin: 23.0 kJ/mol

Last column: Mulliken charge in e.
Element x y z (Å)
C1 0.024 -1.158 1.503  -1.369
C2 -0.050 -0.553 0.112  0.908
C3 -1.205 0.333 -0.290  -0.632
C4 -0.740 1.269 -1.121  -0.431
N1 0.658 1.188 -1.228  -0.041
C5 1.165 0.258 -0.337  0.031
O1 2.329 0.117 -0.034  -0.614
H1 -0.884 -1.735 1.708  0.363
H2 0.139 -0.400 2.282  0.337
H3 0.880 -1.837 1.559  0.320
H4 -0.039 -1.388 -0.611  0.164
H5 -2.236 0.192 0.005  0.366
H6 -1.275 2.046 -1.654  0.400
H7 1.235 1.668 -1.895  0.198



11.
Below is C5H7NO in the gas phase, with properties calculated with wB97M-V/def2-TZVPD.

Values from the calculation:
* Kohn-Sham gap: 10.05 eV
* structure (SMILES): O=C1CC=CCN1
* HOMO: -9.27 eV
* largest force on an atom: 0.0143 Eh/bohr
* LUMO: 0.8 eV
* energy above the lowest of the compared OMol25 structures with the same formula, charge and spin: 41.9 kJ/mol

Last column: Mulliken charge in e.
Element x y z (Å)
O1 -2.348 1.269 0.156  -0.641
C1 -1.249 0.754 0.047  0.246
C2 -0.149 0.981 1.072  -0.284
C3 0.995 0.005 1.013  -0.368
C4 1.272 -0.663 -0.101  -0.497
C5 0.208 -0.916 -1.120  -0.317
N1 -0.908 0.004 -1.043  -0.178
H1 -0.621 1.044 2.055  0.328
H2 0.252 1.985 0.866  0.213
H3 1.589 -0.149 1.909  0.359
H4 2.154 -1.289 -0.214  0.346
H5 -0.081 -1.921 -0.776  0.213
H6 0.550 -0.996 -2.157  0.350
H7 -1.663 -0.108 -1.706  0.230



12.
Below is a molecular structure, C5H7NO, with properties calculated with wB97M-V/def2-TZVPD.

Values from the calculation:
* Kohn-Sham gap: 8.48 eV
* HOMO: -7.72 eV
* largest force on an atom: 0.0130 Eh/bohr
* LUMO: 0.8 eV
* energy above the lowest of the compared OMol25 structures with the same formula, charge and spin: 390.4 kJ/mol

Last column: Mulliken charge in e.
Element x y z (Å)
O1 1.780 1.219 -1.565  -0.540
C1 1.066 0.395 -0.762  0.420
C2 1.423 -0.713 0.198  -0.458
N1 -0.046 -1.067 0.151  -0.301
C3 -1.019 -0.422 1.085  -0.428
C4 -1.543 0.488 -0.075  -0.448
C5 -0.235 0.074 -0.693  -0.087
H1 2.104 -1.500 -0.134  0.237
H2 1.696 -0.389 1.208  0.265
H3 -0.529 0.176 1.862  0.218
H4 -1.715 -1.129 1.541  0.319
H5 -1.661 1.550 0.152  0.260
H6 -2.435 0.102 -0.573  0.216
H7 1.166 1.327 -2.302  0.327